{"formula": "C2H2LiO2Tl", "method": "ωB97M-V/def2-TZVPD", "spin_multiplicity": 2, "charge": 1, "homo_lumo_gap_ev": [7.406, 7.549], "homo_energy_ha": [-0.4149, -0.4402], "s2": 0.754, "e_above_lowest_kj_mol": 262.6, "lumo_ev": [-3.9, -4.4], "symbols": ["H", "O", "C", "C", "O", "Tl", "H", "Li"], "positions_angstrom": [[-3.4775, 0.7345, 1.9329], [0.5585, 0.6873, 3.1518], [-0.6382, 0.3867, 3.1564], [-1.8598, 0.9367, 3.2152], [-2.9652, 0.2230, 2.7274], [2.5630, 0.0865, 3.2222], [-2.0827, 1.8468, 3.7818], [-2.3051, -1.5190, 2.7572]], "atomic_forces_ev_per_a": [[2.05, -1.60, 2.91], [-0.93, 0.96, 0.69], [-2.43, -0.47, -1.46], [1.14, 0.74, 0.64], [-2.34, 0.89, -2.73], [2.45, -0.63, 0.11], [-0.04, -0.23, -0.29], [0.10, 0.34, 0.14]]}